# 1
Computed, not measured: 8 unconnected molecules or ions with the total composition H16O7S in a non-equilibrium geometry, with wB97M-V/def2-TZVPD.

Output
Highest occupied orbital energy (alpha / beta) ... -14.11 / -14.11 eV
<S²> ... 0.753
Frontier orbital gap (alpha / beta) ... 0.3726 / 0.1709 Ha

Geometry as ORCA input:
```
! wB97M-V def2-TZVPD RIJCOSX def2/J DEFGRID3
* xyz 1 2
S 1.003 1.724 -2.961
H 1.110 1.041 -1.781
H -0.338 1.520 -2.914
H 0.194 -1.692 -2.049
H 0.717 -1.197 -0.621
O 0.660 -1.005 -1.546
H -2.754 -1.941 0.098
H -1.166 -2.031 0.561
O -1.829 -1.877 -0.159
H 0.336 2.959 1.071
H -0.687 1.827 0.777
O -0.070 2.170 1.446
H -1.471 -0.347 3.446
H -0.215 0.566 3.639
O -0.553 -0.206 3.162
H 0.649 -2.097 0.930
H 0.490 -2.715 2.269
O 0.158 -2.777 1.365
H -0.689 0.148 -0.955
H -2.207 0.610 -1.041
O -1.302 0.900 -0.853
H 0.769 0.532 1.484
H 1.536 -0.551 2.350
O 1.460 -0.160 1.487
*
```

List of natural (NBO) charges in e, atom by atom: atom 1 (S): 0.54, atom 2 (H): 0.22, atom 3 (H): 0.20, atom 4 (H): 0.52, atom 5 (H): 0.50, atom 6 (O): -0.98, atom 7 (H): 0.49, atom 8 (H): 0.50, atom 9 (O): -1.03, atom 10 (H): 0.48, atom 11 (H): 0.50, atom 12 (O): -0.97, atom 13 (H): 0.49, atom 14 (H): 0.49, atom 15 (O): -0.97, atom 16 (H): 0.46, atom 17 (H): 0.49, atom 18 (O): -0.93, atom 19 (H): 0.50, atom 20 (H): 0.51, atom 21 (O): -1.01, atom 22 (H): 0.51, atom 23 (H): 0.49, atom 24 (O): -1.01

---

# 2
Computed, not measured: a gas-phase ion, C8H8NO3 (charge -1) in a non-equilibrium geometry, with wB97M-V/def2-TZVPD.

Output
Highest occupied orbital energy ... -4.53 eV
Frontier orbital gap ... 0.2968 Ha
Structure (SMILES) ... C/C=c1\oc([O-])nc(=O)\c1=C/C

Geometry as ORCA input:
```
! wB97M-V def2-TZVPD RIJCOSX def2/J DEFGRID3
* xyz -1 1
C -0.436 0.442 -0.178
C 0.757 -0.163 0.348
C -0.389 1.929 0.026
C 1.972 1.886 -0.361
C -1.331 -0.206 -0.934
C 0.614 -1.378 0.972
C -2.676 0.327 -1.499
C 1.740 -2.126 1.736
N 0.844 2.513 -0.098
O -1.408 2.598 0.191
O 2.974 2.133 -0.973
O 2.016 0.447 0.187
H -1.224 -1.265 -1.150
H -0.273 -1.807 1.096
H -2.515 0.804 -2.381
H -3.186 1.073 -0.910
H -3.318 -0.560 -1.458
H 1.949 -1.288 2.456
H 2.530 -2.240 0.956
H 1.361 -3.119 1.976
*
```

List of natural (NBO) charges in e, atom by atom: atom 1 (C): -0.17, atom 2 (C): 0.29, atom 3 (C): 0.63, atom 4 (C): 0.88, atom 5 (C): -0.13, atom 6 (C): -0.27, atom 7 (C): -0.65, atom 8 (C): -0.68, atom 9 (N): -0.71, atom 10 (O): -0.65, atom 11 (O): -0.63, atom 12 (O): -0.59, atom 13 (H): 0.18, atom 14 (H): 0.18, atom 15 (H): 0.21, atom 16 (H): 0.24, atom 17 (H): 0.19, atom 18 (H): 0.24, atom 19 (H): 0.22, atom 20 (H): 0.20

---

# 3
Computed, not measured: a gas-phase ion, C5H11O2 (charge +1) in a non-equilibrium geometry, with wB97M-V/def2-TZVPD.

Output
Highest occupied orbital energy (alpha / beta) ... -12.28 / -16.20 eV
<S²> ... 2.007
Frontier orbital gap (alpha / beta) ... 0.2980 / 0.3007 Ha

Geometry as ORCA input:
```
! wB97M-V def2-TZVPD RIJCOSX def2/J DEFGRID3
* xyz 1 3
C 2.051 -0.542 0.629
C 1.156 -0.795 -0.551
C -0.274 -0.258 -0.638
C -0.542 1.160 -0.070
C -1.897 1.683 0.131
O -1.101 -1.283 -0.004
O -2.386 -1.031 0.212
H 1.508 -0.891 1.531
H 2.851 -1.241 0.504
H 2.475 0.508 0.696
H 0.900 -1.802 -0.641
H 1.675 -0.352 -1.415
H -0.698 -1.717 0.825
H -0.696 -0.359 -1.629
H -0.151 1.813 -0.976
H 0.026 1.345 0.941
H -2.733 1.651 -0.671
H -2.164 2.111 1.124
*
```

List of natural (NBO) charges in e, atom by atom: atom 1 (C): -0.62, atom 2 (C): -0.43, atom 3 (C): 0.10, atom 4 (C): -0.55, atom 5 (C): -0.30, atom 6 (O): -0.20, atom 7 (O): 0.10, atom 8 (H): 0.19, atom 9 (H): 0.25, atom 10 (H): 0.25, atom 11 (H): 0.21, atom 12 (H): 0.26, atom 13 (H): 0.57, atom 14 (H): 0.23, atom 15 (H): 0.28, atom 16 (H): 0.25, atom 17 (H): 0.20, atom 18 (H): 0.21

---

# 4
Computed, not measured: C7H13N in the gas phase in a non-equilibrium geometry, with wB97M-V/def2-TZVPD.

Output
Highest occupied orbital energy ... -8.63 eV
Frontier orbital gap ... 0.3562 Ha
Structure (SMILES) ... C=C(/C=C/C)CCN

Geometry as ORCA input:
```
! wB97M-V def2-TZVPD RIJCOSX def2/J DEFGRID3
* xyz 0 1
C 1.386 -0.257 1.982
C 1.409 0.660 0.729
C 0.045 0.882 0.106
C -0.682 1.908 0.545
C -2.264 -0.821 -2.483
C -1.211 0.047 -1.854
C -0.482 -0.181 -0.757
N 2.140 -1.492 1.920
H 1.703 0.308 2.859
H 0.332 -0.501 2.138
H 2.209 0.313 0.069
H 1.780 1.643 1.018
H -0.292 2.641 1.236
H -1.705 2.016 0.204
H -2.842 -1.292 -1.686
H -1.838 -1.677 -3.017
H -2.913 -0.224 -3.115
H -0.995 0.994 -2.346
H -0.246 -1.175 -0.370
H 1.586 -2.280 1.596
H 2.881 -1.515 1.225
*
```

List of natural (NBO) charges in e, atom by atom: atom 1 (C): -0.21, atom 2 (C): -0.45, atom 3 (C): -0.01, atom 4 (C): -0.39, atom 5 (C): -0.66, atom 6 (C): -0.15, atom 7 (C): -0.24, atom 8 (N): -0.83, atom 9 (H): 0.19, atom 10 (H): 0.19, atom 11 (H): 0.21, atom 12 (H): 0.21, atom 13 (H): 0.20, atom 14 (H): 0.20, atom 15 (H): 0.22, atom 16 (H): 0.22, atom 17 (H): 0.22, atom 18 (H): 0.20, atom 19 (H): 0.19, atom 20 (H): 0.35, atom 21 (H): 0.35

---

# 5
Computed, not measured: 2 unconnected molecules or ions with the total composition CHCl3F2Si in a non-equilibrium geometry, with wB97M-V/def2-TZVPD.

Output
Highest occupied orbital energy ... -9.80 eV
Frontier orbital gap ... 0.3163 Ha

Geometry as ORCA input:
```
! wB97M-V def2-TZVPD RIJCOSX def2/J DEFGRID3
* xyz 0 1
C 2.475 1.332 0.974
F -2.082 0.497 -1.703
F -2.515 -1.998 -1.503
Si -1.576 -0.842 -0.937
Cl 3.993 2.011 0.997
Cl -2.019 -0.879 1.002
Cl 2.032 0.686 2.518
H -0.309 -0.806 -1.348
*
```

List of natural (NBO) charges in e, atom by atom: atom 1 (C): -0.12, atom 2 (F): -0.65, atom 3 (F): -0.64, atom 4 (Si): 1.93, atom 5 (Cl): 0.09, atom 6 (Cl): -0.38, atom 7 (Cl): 0.03, atom 8 (H): -0.26

---

# 6
Computed, not measured: 2 unconnected molecules or ions with the total composition C2BrClO3S in a non-equilibrium geometry, with wB97M-V/def2-TZVPD.

Output
Highest occupied orbital energy (alpha / beta) ... -8.70 / -8.90 eV
Frontier orbital gap (alpha / beta) ... 0.2731 / 0.2674 Ha

Geometry as ORCA input:
```
! wB97M-V def2-TZVPD RIJCOSX def2/J DEFGRID3
* xyz 0 1
C 0.310 -1.109 0.256
C -1.745 0.790 -0.405
O -0.096 -2.149 0.601
O -1.609 1.756 -1.023
O 2.369 -0.342 -1.241
S 2.166 -0.499 0.159
Cl 1.838 1.342 1.142
Br -3.234 0.210 0.511
*
```

List of natural (NBO) charges in e, atom by atom: atom 1 (C): 0.33, atom 2 (C): 0.38, atom 3 (O): -0.46, atom 4 (O): -0.46, atom 5 (O): -0.84, atom 6 (S): 1.22, atom 7 (Cl): -0.25, atom 8 (Br): 0.08